70
Properties=species:S:1:pos:R:3:forces:R:3:mulliken_charge:R:1 method="wB97M-V/def2-TZVPD" energy_ha=-4400.86710 de_lowest_ev=0.000 fmax_ev_per_a=2.36 orbital_gap_ha="0.147 / 0.181" charge=+3 multiplicity=1 e_lumo_ev="-12.60 / -11.46"
Ga 0.06991 -0.44782 0.26136 0.0638 -1.5704 0.7266 1.20
P 0.97688 -1.00104 3.07797 -0.0726 -0.2778 0.8900 1.08
P -2.26207 -0.19446 1.30553 -1.1694 0.5159 0.1993 0.75
P 2.65503 -0.06349 -0.04031 1.3573 0.8898 -0.4976 1.00
H -2.59167 5.70012 -4.74528 0.1697 -0.1362 -0.2619 0.33
C -1.79743 5.25137 -5.34635 -0.1531 -0.0080 -0.4516 -0.68
C -1.99268 4.17987 -6.12611 0.0831 0.3326 -0.0798 -0.59
H -2.96553 3.69114 -6.24548 0.3726 0.1890 0.1850 0.31
C 1.23853 0.51342 4.08872 -0.1723 0.1408 -0.4764 -1.37
C -0.24023 -1.86903 4.15390 -0.0297 -0.0238 -0.1861 -1.52
C 2.48479 -1.94658 3.55966 0.1044 -0.1452 -0.3251 -1.24
C -3.40454 0.26665 -0.03977 0.2539 -0.0050 -0.3872 -1.26
C -3.14566 -1.56935 2.10393 0.2831 -0.7269 0.0575 -1.17
C -2.45525 1.19292 2.47376 0.5055 0.1565 0.0991 -1.16
C 2.90641 0.37654 -1.79307 -0.6706 -0.1656 -0.4163 -1.41
C 3.99576 -1.28317 0.18822 -0.2317 -0.6951 0.2981 -1.26
C 3.28540 1.40363 0.84362 -0.4121 0.1116 0.4321 -1.32
H -0.83276 5.77386 -5.35537 -0.3843 -0.1777 -0.0040 0.40
H -1.16260 3.78117 -6.72665 -0.4784 0.2788 0.0659 0.38
H 1.48116 0.20849 5.11449 -0.0779 0.1356 -0.2258 0.49
H 0.32828 1.12684 4.08819 0.2870 -0.0305 0.0768 0.28
H 2.06641 1.09869 3.67110 -0.1864 -0.0179 0.2147 0.31
H 0.22445 -2.05529 5.13259 -0.2105 0.0698 -0.2335 0.50
H -0.50199 -2.83115 3.69545 0.0044 0.1362 0.1971 0.38
H -1.15010 -1.27095 4.29068 0.2269 -0.1606 0.0469 0.41
H 3.01330 -1.42041 4.36786 -0.1513 -0.2289 -0.2483 0.43
H 3.15577 -2.05914 2.70205 0.0230 -0.0839 0.3165 0.16
H 2.18907 -2.94456 3.91376 0.1795 0.2668 -0.1452 0.48
H -4.43442 0.26708 0.35041 0.3338 -0.0064 -0.0638 0.53
H -3.33011 -0.45520 -0.86497 -0.1324 0.2118 0.1894 0.29
H -3.16196 1.26498 -0.42637 -0.0869 -0.2164 0.0873 0.35
H -3.98638 -1.16556 2.69838 0.3861 -0.0465 -0.3121 0.45
H -2.48013 -2.14119 2.76870 -0.3637 0.1997 -0.2457 0.23
H -3.54699 -2.25294 1.33578 0.1707 0.2668 0.2981 0.44
H -3.53283 1.38638 2.61692 0.4172 -0.1457 -0.0840 0.51
H -1.97878 2.09627 2.06191 -0.1943 -0.2434 0.1916 0.31
H -1.99412 0.96191 3.44800 -0.2105 0.0901 -0.3613 0.34
H 3.98036 0.30956 -2.03014 -0.3962 0.1016 0.1707 0.60
H 2.54211 1.38944 -2.00538 0.0533 -0.2177 0.0719 0.32
H 2.35339 -0.33553 -2.42539 0.2665 0.2467 0.0647 0.35
H 4.76935 -1.08487 -0.57160 -0.3291 -0.0188 0.2939 0.49
H 3.61386 -2.30308 0.03806 0.3586 0.2416 0.0101 0.31
H 4.44507 -1.19905 1.18781 -0.2143 -0.0436 -0.3150 0.41
H 4.14571 1.81105 0.28600 -0.2799 -0.2515 0.1813 0.49
H 3.60474 1.13543 1.86536 -0.1165 0.1266 -0.4410 0.37
H 2.50009 2.17211 0.90676 0.3307 -0.1695 -0.0263 0.30
C -0.50975 1.18475 -2.07412 0.3818 -2.0429 1.1209 0.41
C -0.49198 2.34988 -1.26409 0.1654 1.6184 0.2672 0.06
C -0.42360 3.60019 -1.86749 -0.1370 -0.7665 1.9697 -1.01
C -0.40906 3.69837 -3.25151 -0.0348 0.6634 -0.1599 -0.21
C -0.55096 2.54918 -4.03170 -0.3174 -1.5610 -0.6822 -0.27
C -0.63747 1.29393 -3.46416 0.1340 0.9690 -1.2035 -0.57
O -0.34583 -0.03656 -1.57650 -0.4804 1.2178 -0.3416 -0.45
H 0.27278 1.01269 0.84734 0.2867 0.3017 0.2232 -0.68
H -0.48276 2.27747 -0.16941 -0.1131 0.0923 -0.6808 0.45
H -0.39801 4.48958 -1.22652 0.0429 -0.3202 -0.4167 0.46
H -0.34887 4.68312 -3.70217 0.1638 -0.3046 -0.0476 0.47
H -0.65595 2.64464 -5.10805 0.2610 -0.0169 0.2783 0.35
H -0.74132 0.39017 -4.05618 0.0629 0.1453 0.0373 0.51
Cl -2.86141 -4.98411 -1.43640 0.2111 0.1189 -0.0073 -0.13
C -1.37990 -4.41236 -0.78163 -0.1120 0.2905 -0.2647 -0.01
C -0.38667 -5.31519 -0.38589 -0.0693 0.4860 0.0897 -0.29
C 0.75610 -4.78662 0.20698 0.2150 0.2726 0.0537 -1.31
C 0.88661 -3.40861 0.39035 -0.5862 -0.0501 -0.1808 0.19
N -0.08389 -2.55023 -0.01494 0.0207 0.3981 -0.6551 0.44
C -1.18671 -3.03116 -0.66568 0.7341 -0.3965 0.8277 -0.39
H -0.53205 -6.38540 -0.55299 0.1138 0.3520 0.1605 0.49
H 1.56926 -5.42752 0.53895 -0.1876 0.0454 -0.1059 0.49
H 1.78333 -2.97916 0.85196 -0.5848 -0.1670 -0.0835 0.43
H -1.91953 -2.32216 -1.06082 0.3225 -0.2411 0.2248 0.53